Computed, not measured: a molecular structure, C14H21BHgN4, with ωB97M-V with the def2-TZVPD basis set.

Output
Relative energy (zero: lowest compared OMol25 entry of this formula, charge and spin) ... 52.1 kcal per mole
Total energy ... -943.2064 Ha
F_max ... 1.939 eV/Å
Gap between HOMO and LUMO (spin up / spin down) ... 6.75 / 7.40 eV
Highest occupied orbital energy (spin up / spin down) ... -7.726 / -7.184 eV
LUMO (spin up / spin down) ... -1.0 / 0.2 eV

```
! RIJCOSX wB97M-V def2-TZVPD def2/J DEFGRID3
* xyz 0 1
C 1.003 -1.007 -2.530
C 0.238 2.296 -3.557
C -0.365 -1.177 -3.058
H 1.676 -1.616 -3.159
C -0.731 2.248 -2.632
H 0.309 3.151 -4.240
H -0.730 -2.200 -2.983
H -1.268 3.149 -2.316
C -1.435 -0.182 -2.967
H -2.260 -0.775 -2.533
H -1.843 0.209 -3.930
C 1.575 0.420 -2.513
H 2.675 0.373 -2.430
H 1.272 0.970 -1.609
C 1.208 1.186 -3.827
H 0.776 0.440 -4.525
H 2.134 1.555 -4.317
C -1.255 1.013 -1.972
H -2.268 1.278 -1.635
H -0.723 0.716 -1.047
Hg 0.511 -1.576 0.362
H 1.032 -1.495 -1.407
B 1.421 -2.126 3.472
N 1.506 -0.550 3.147
C 2.011 0.476 3.862
C 1.728 1.664 3.184
C 1.042 1.301 2.017
N 0.865 -0.037 2.050
N -0.136 -2.335 3.276
C -1.053 -2.725 4.180
C -2.312 -2.660 3.573
C -2.087 -2.243 2.259
N -0.768 -2.026 2.109
H 1.729 -2.316 4.615
H 2.064 -2.769 2.683
H 2.573 0.325 4.772
H 2.003 2.655 3.478
H 0.719 1.923 1.193
H -0.746 -3.023 5.165
H -3.258 -2.906 4.002
H -2.768 -2.130 1.430
*
```

***

Computed, not measured: a molecular structure, C52H49AsN4P2STi, with ωB97M-V with the def2-TZVPD basis set.

Output
Total energy ... -6395.0890 Ha
F_max ... 1.148 eV/Å
Gap between HOMO and LUMO (spin up / spin down) ... 5.86 / 5.56 eV
Highest occupied orbital energy (spin up / spin down) ... -15.510 / -15.473 eV
⟨S²⟩ ... 0.8322
LUMO (spin up / spin down) ... -9.6 / -9.9 eV

```
! RIJCOSX wB97M-V def2-TZVPD def2/J DEFGRID3
* xyz 3 2
Ti 0.341 0.075 -0.297
C -2.250 -0.739 2.856
C -1.342 0.214 2.100
N -0.405 -0.550 1.283
N 0.387 -1.380 2.067
C 1.704 -1.161 2.151
N 2.451 -1.946 2.910
S 2.365 0.095 1.210
C -0.757 2.319 1.733
C -0.928 3.775 2.029
C 0.045 4.638 1.735
C 1.246 4.197 1.036
C 1.244 3.022 0.415
N 0.090 2.166 0.503
H -1.720 -1.210 3.687
H -2.618 -1.516 2.182
H -3.106 -0.232 3.283
H -0.083 -2.052 2.661
H 2.064 -2.674 3.493
H 3.445 -1.783 2.959
H -1.824 4.093 2.540
H -0.044 5.681 2.011
H 2.121 4.831 1.005
H 2.094 2.650 -0.142
C -0.675 1.762 -3.369
C -0.308 2.631 -2.182
P -1.244 2.059 -0.655
C -1.959 1.426 1.348
C -3.297 1.835 1.840
C -3.506 2.202 3.110
C -2.530 2.194 4.207
C -1.258 1.788 4.148
C -0.546 1.324 2.906
C -2.685 3.129 -0.857
C -2.616 4.523 -0.854
C -3.758 5.257 -1.123
C -4.950 4.611 -1.432
C -5.010 3.224 -1.468
C -3.883 2.477 -1.165
P -0.614 0.021 -2.772
C -2.353 -0.471 -2.608
C -2.795 -1.109 -1.448
C -4.125 -1.483 -1.315
C -5.020 -1.214 -2.341
C -4.588 -0.579 -3.501
C -3.259 -0.214 -3.640
C 0.024 -0.878 -4.208
C -0.682 -1.940 -4.773
C -0.240 -2.504 -5.959
C 0.914 -2.032 -6.570
C 1.643 -1.004 -5.988
C 1.201 -0.427 -4.810
H 0.018 1.891 -4.198
H -1.680 1.978 -3.731
H -0.583 3.675 -2.329
H 0.769 2.583 -1.998
H -4.139 1.796 1.162
H -4.518 2.476 3.382
H -2.909 2.518 5.169
H -0.668 1.801 5.055
H 0.495 1.071 3.102
H -1.688 5.032 -0.623
H -3.716 6.338 -1.105
H -5.835 5.194 -1.650
H -5.936 2.727 -1.722
H -3.926 1.392 -1.182
H -2.094 -1.319 -0.645
H -4.465 -1.987 -0.420
H -6.057 -1.508 -2.242
H -5.287 -0.377 -4.301
H -2.927 0.260 -4.556
H -1.584 -2.314 -4.307
H -0.802 -3.311 -6.409
H 1.247 -2.468 -7.503
H 2.545 -0.640 -6.462
H 1.766 0.395 -4.382
C 1.077 -5.620 -4.528
C 0.065 -5.582 -3.577
C 0.056 -4.588 -2.613
C 1.061 -3.623 -2.606
C 2.052 -3.633 -3.578
C 2.063 -4.645 -4.529
As 1.127 -2.368 -1.107
C 0.919 -3.726 0.274
C 1.902 -4.642 0.629
C 1.592 -5.694 1.482
C 0.299 -5.853 1.961
C -0.694 -4.955 1.587
C -0.383 -3.895 0.747
C 2.941 -1.709 -1.351
C 3.026 -0.380 -1.767
C 4.242 0.224 -2.030
C 5.409 -0.515 -1.874
C 5.342 -1.838 -1.463
C 4.113 -2.439 -1.213
H 1.097 -6.411 -5.266
H -0.708 -6.340 -3.576
H -0.721 -4.584 -1.858
H 2.822 -2.875 -3.603
H 2.848 -4.667 -5.274
H 2.908 -4.558 0.245
H 2.361 -6.404 1.756
H 0.060 -6.686 2.609
H -1.709 -5.091 1.939
H -1.161 -3.200 0.448
H 2.117 0.233 -1.872
H 4.291 1.255 -2.357
H 6.367 -0.058 -2.080
H 6.251 -2.414 -1.350
H 4.081 -3.482 -0.936
*
```

***

Computed, not measured: a molecular structure, C4H9N, with ωB97M-V with the def2-TZVPD basis set.

Output
Relative energy (zero: lowest compared OMol25 entry of this formula, charge and spin) ... 82.7 kcal per mole
Total energy ... -212.4195 Ha
F_max ... 3.499 eV/Å
Gap between HOMO and LUMO ... 8.00 eV
Highest occupied orbital energy ... -7.639 eV
LUMO ... 0.4 eV

```
! RIJCOSX wB97M-V def2-TZVPD def2/J DEFGRID3
* xyz 0 1
C -1.668 0.671 -0.780
C -1.469 -0.400 0.153
C -0.229 0.267 0.547
C 1.021 0.075 -0.277
N 2.151 -0.641 0.361
H -0.347 1.145 1.185
H -2.202 0.523 -1.716
H -1.669 1.703 -0.478
H -2.244 -0.567 0.930
H -1.268 -1.393 -0.290
H 1.379 1.020 -0.689
H 0.672 -0.486 -1.136
H 2.690 0.035 0.893
H 1.763 -1.268 1.061
*
```

***

Computed, not measured: a molecular structure, C28H34N6O4, with ωB97M-V with the def2-TZVPD basis set.

Output
Relative energy (zero: lowest compared OMol25 entry of this formula, charge and spin) ... 565.9 kcal per mole
Total energy ... -1715.9735 Ha
F_max ... 15.574 eV/Å
Gap between HOMO and LUMO ... 8.17 eV
Highest occupied orbital energy ... -8.101 eV
LUMO ... 0.1 eV

```
! RIJCOSX wB97M-V def2-TZVPD def2/J DEFGRID3
* xyz 0 1
C -1.988 4.922 -0.936
C -2.227 3.665 -1.992
H -1.271 3.572 -2.666
H -3.104 3.957 -2.638
C -2.503 2.428 -1.513
N -1.224 2.206 -0.517
C -0.006 2.225 -0.880
O 0.492 2.329 -2.262
C 1.192 1.767 0.001
C 2.464 1.539 -0.456
C 3.185 0.704 -1.367
C 4.500 0.952 -1.618
C 4.536 1.883 -0.756
N 3.658 2.241 0.086
C 3.542 3.310 0.893
H 3.000 4.300 0.744
H 4.390 3.620 1.312
H 2.983 3.047 1.994
H 5.736 2.177 -0.437
H 5.076 0.419 -2.061
H 2.406 0.039 -2.071
N 0.839 0.701 1.056
C 0.400 0.802 2.238
O 0.448 1.975 2.885
C -0.212 -0.442 2.664
N -1.347 -1.072 2.008
C -1.722 -2.264 1.702
C -0.854 -3.571 2.214
C -1.489 -4.545 1.741
C -2.493 -4.658 0.706
C -2.878 -3.534 0.124
C -2.531 -2.277 0.581
N -2.812 -1.027 0.489
N -2.254 -0.198 1.173
H -3.790 -3.427 -0.631
H -2.584 -5.684 0.307
H -1.054 -5.655 1.822
H -0.259 -3.447 3.253
H -0.862 0.076 3.770
H 0.478 -1.000 3.305
C 0.699 -0.740 0.500
C 0.203 -0.854 -0.599
C 0.069 -2.176 -1.342
C 0.641 -3.226 -0.710
C 1.616 -2.944 0.345
C 1.462 -1.865 0.947
O 2.171 -1.628 2.134
C 3.027 -0.578 2.216
H 3.720 -0.328 1.120
H 4.101 -0.713 2.887
H 2.781 0.344 2.573
H 2.120 -3.841 0.865
O 0.780 -4.826 -1.156
C -0.116 -5.002 -2.123
H 0.008 -6.126 -2.201
H 0.404 -4.510 -2.900
H -1.110 -4.722 -2.141
H -0.464 -2.375 -2.205
H -0.349 -0.277 -1.280
H 1.038 2.512 1.090
H -1.423 1.728 0.300
C -3.564 2.377 -0.288
H -4.438 2.640 -0.963
H -3.372 3.255 0.526
H -3.780 1.414 0.031
C -2.616 1.345 -2.387
H -2.781 0.417 -1.905
H -1.570 1.257 -2.913
H -3.446 1.747 -2.986
H -1.728 5.874 -1.157
H -2.763 5.067 -0.289
H -1.181 4.698 -0.257
*
```

***

Computed, not measured: a molecular structure, C16H32CuN2O11, with ωB97M-V with the def2-TZVPD basis set.

Output
Total energy ... -3206.4136 Ha
F_max ... 3.583 eV/Å
Gap between HOMO and LUMO (spin up / spin down) ... 9.30 / 9.16 eV
Highest occupied orbital energy (spin up / spin down) ... -8.769 / -8.858 eV
⟨S²⟩ ... 0.7536
LUMO (spin up / spin down) ... 0.5 / 0.3 eV

```
! RIJCOSX wB97M-V def2-TZVPD def2/J DEFGRID3
* xyz 0 2
Cu -1.326 -17.506 6.327
O -0.587 -18.867 7.380
H 0.321 -18.640 7.078
O -0.418 -17.813 4.767
H 0.336 -18.425 4.625
C -3.910 -17.411 2.846
C -3.301 -18.586 3.572
O -4.149 -19.704 3.663
C -3.817 -20.712 4.465
O -4.350 -21.748 4.552
O -2.617 -20.479 5.048
C -2.091 -21.487 5.951
H -4.164 -17.647 1.802
H -3.044 -16.659 2.735
H -4.744 -16.886 3.321
H -2.981 -18.203 4.543
H -2.416 -18.903 3.035
H -1.015 -21.234 6.070
H -2.202 -22.460 5.517
H -2.681 -21.377 6.854
C -3.669 -19.946 9.805
C -3.590 -19.106 8.546
O -4.395 -17.844 8.601
C -4.169 -17.006 7.636
O -3.207 -17.111 6.898
O -5.064 -16.050 7.458
C -6.122 -16.085 8.468
H -2.947 -20.771 9.504
H -4.608 -20.438 10.162
H -3.173 -19.445 10.618
H -3.895 -19.445 7.573
H -2.609 -18.787 8.371
H -6.512 -15.090 8.533
H -5.827 -16.382 9.496
H -6.947 -16.731 8.130
C -0.652 -14.558 2.376
C 0.193 -14.593 3.694
O -0.520 -13.677 4.639
C -1.341 -14.308 5.473
O -1.423 -15.508 5.602
O -1.892 -13.382 6.252
C -2.615 -13.810 7.334
H -0.442 -15.347 1.659
H -0.481 -13.614 1.852
H -1.735 -14.719 2.585
H 1.154 -14.113 3.473
H 0.258 -15.617 4.071
H -3.587 -13.307 7.360
H -2.017 -13.535 8.247
H -2.914 -14.835 7.403
C -0.570 -17.050 10.515
C -1.805 -16.318 10.203
N -2.707 -15.649 9.989
H 0.133 -16.253 10.603
H -0.424 -17.861 9.804
H -0.787 -17.588 11.423
C 1.893 -14.262 6.570
C 1.150 -14.833 7.696
N 0.509 -15.271 8.547
H 2.950 -14.289 6.827
H 1.491 -13.211 6.506
H 1.690 -14.831 5.646
*
```

***

Computed, not measured: 2 unconnected molecules or ions with the total composition C4H12O, with ωB97M-V with the def2-TZVPD basis set.

Output
Relative energy (zero: lowest compared OMol25 entry of this formula, charge and spin) ... 24.4 kcal per mole
Total energy ... -234.7937 Ha
F_max ... 2.008 eV/Å
Gap between HOMO and LUMO ... 11.22 eV
Highest occupied orbital energy ... -10.237 eV
LUMO ... 1.0 eV
SMILES string ... CCO.CC

```
! RIJCOSX wB97M-V def2-TZVPD def2/J DEFGRID3
* xyz 0 1
C -1.564 -0.470 -0.159
C -1.283 -0.415 1.382
O -1.655 -1.839 -0.536
H -2.437 0.080 -0.497
H -0.654 -0.070 -0.605
H -1.383 -1.439 1.798
H -2.616 -2.032 -0.543
H -1.996 0.058 2.043
H -0.281 -0.054 1.637
C 1.524 1.282 -1.032
C 1.941 0.193 -0.050
H 0.638 1.888 -0.806
H 2.212 2.129 -1.116
H 1.295 0.876 -2.029
H 1.152 -0.300 0.488
H 2.617 0.616 0.707
H 2.490 -0.505 -0.681
*
```

***

Computed, not measured: CH3N5 in the gas phase, with ωB97M-V with the def2-TZVPD basis set.

Output
Relative energy (zero: lowest compared OMol25 entry of this formula, charge and spin) ... 40.4 kcal per mole
Total energy ... -313.5946 Ha
F_max ... 1.244 eV/Å
Gap between HOMO and LUMO ... 9.01 eV
Highest occupied orbital energy ... -8.486 eV
LUMO ... 0.5 eV
SMILES string ... [H]/N=c1/nn[nH][nH]1

```
! RIJCOSX wB97M-V def2-TZVPD def2/J DEFGRID3
* xyz 0 1
C 0.713 -0.440 0.005
H 2.435 0.422 -0.023
H -2.245 0.737 0.068
H 0.139 1.634 0.030
N 1.991 -0.500 -0.017
N -0.155 -1.553 -0.014
N -1.353 -1.153 0.004
N -1.400 0.182 -0.047
N -0.124 0.671 -0.006
*
```

***

Computed, not measured: 2 unconnected molecules or ions with the total composition Br2FOP, with ωB97M-V with the def2-TZVPD basis set.

Output
Relative energy (zero: lowest compared OMol25 entry of this formula, charge and spin) ... 40.0 kcal per mole
Total energy ... -5664.4056 Ha
F_max ... 2.996 eV/Å
Gap between HOMO and LUMO (spin up / spin down) ... 6.52 / 6.51 eV
Highest occupied orbital energy (spin up / spin down) ... -10.581 / -10.576 eV
LUMO (spin up / spin down) ... -4.1 / -4.1 eV

```
! RIJCOSX wB97M-V def2-TZVPD def2/J DEFGRID3
* xyz 0 1
O 1.324 0.237 1.286
F -2.476 0.200 0.651
P 0.390 0.187 0.146
Br 0.105 -1.917 -0.448
Br 0.657 1.292 -1.635
*
```

***

Computed, not measured: 2 unconnected molecules or ions with the total composition C3H7NO2, with ωB97M-V with the def2-TZVPD basis set.

Output
Relative energy (zero: lowest compared OMol25 entry of this formula, charge and spin) ... 72.5 kcal per mole
Total energy ... -323.6655 Ha
F_max ... 0.364 eV/Å
Gap between HOMO and LUMO ... 9.41 eV
Highest occupied orbital energy ... -9.503 eV
LUMO ... -0.1 eV

```
! RIJCOSX wB97M-V def2-TZVPD def2/J DEFGRID3
* xyz 0 1
C 1.192 -1.500 0.448
C 0.479 -1.430 -0.742
O -1.402 0.060 0.723
C -0.817 0.945 0.089
O 0.288 0.769 -0.606
N -1.320 2.225 0.049
H 0.629 -1.665 1.363
H 1.021 -0.279 0.198
H 2.256 -1.716 0.437
H 0.992 -1.392 -1.700
H -0.605 -1.433 -0.731
H -0.717 2.958 -0.287
H -1.997 2.458 0.759
*
```

***

Computed, not measured: 2 unconnected molecules or ions with the total composition C4H11NO2S, with ωB97M-V with the def2-TZVPD basis set.

Output
Relative energy (zero: lowest compared OMol25 entry of this formula, charge and spin) ... 4.1 kcal per mole
Total energy ... -762.4428 Ha
F_max ... 0.352 eV/Å
Gap between HOMO and LUMO ... 9.88 eV
Highest occupied orbital energy ... -9.194 eV
LUMO ... 0.7 eV
SMILES string ... CNC(=O)CCS.O

```
! RIJCOSX wB97M-V def2-TZVPD def2/J DEFGRID3
* xyz 0 1
C -1.224 -0.333 0.719
C -1.230 1.022 0.014
S -2.178 2.185 1.048
C -0.472 -1.374 -0.083
N 0.914 -1.271 -0.098
C 1.663 -0.670 1.007
O -1.031 -2.222 -0.741
H -0.804 -0.239 1.723
H -2.243 -0.700 0.811
H -0.224 1.408 -0.115
H -1.696 0.926 -0.964
H -1.997 3.263 0.276
H 1.317 -2.132 -0.447
H 1.417 0.384 1.101
H 1.475 -1.166 1.962
H 2.721 -0.735 0.765
H 1.151 0.676 -3.105
H 1.200 0.070 -1.695
O 1.239 0.909 -2.177
*
```

***

Computed, not measured: C3H7NO2 in the gas phase, with ωB97M-V with the def2-TZVPD basis set.

Output
Relative energy (zero: lowest compared OMol25 entry of this formula, charge and spin) ... 66.7 kcal per mole
Total energy ... -323.6747 Ha
F_max ... 1.202 eV/Å
Gap between HOMO and LUMO ... 10.48 eV
Highest occupied orbital energy ... -9.617 eV
LUMO ... 0.9 eV
SMILES string ... CON(C)C=O

```
! RIJCOSX wB97M-V def2-TZVPD def2/J DEFGRID3
* xyz 0 1
C 1.797 -0.567 -0.247
C -0.725 1.372 0.095
C -1.435 -0.965 0.182
H 2.656 -0.998 0.281
H 1.447 -1.262 -1.029
H 2.055 0.415 -0.725
H -0.821 1.799 1.107
H -1.716 1.429 -0.395
H 0.000 1.905 -0.489
H -1.017 -1.970 0.399
N -0.430 -0.036 0.146
O 0.776 -0.403 0.739
O -2.589 -0.718 -0.063
*
```

***

Computed, not measured: 2 unconnected molecules or ions with the total composition C10H12F9O5, with ωB97M-V with the def2-TZVPD basis set.

Output
Total energy ... -1663.2383 Ha
F_max ... 2.444 eV/Å
Gap between HOMO and LUMO ... 5.37 eV
Highest occupied orbital energy ... -2.670 eV
LUMO ... 2.7 eV

```
! RIJCOSX wB97M-V def2-TZVPD def2/J DEFGRID3
* xyz -1 1
C 2.826 -1.764 -0.077
O 1.625 -1.061 0.235
C 1.718 -0.347 1.427
C 1.558 1.167 1.189
C 1.146 1.501 -0.216
O -0.235 1.136 -0.459
C -1.129 1.963 0.007
O -1.004 3.034 0.582
O -2.387 1.404 -0.291
C -3.283 1.412 0.721
F -3.915 2.595 0.826
F -2.732 1.152 1.905
C -4.371 0.341 0.414
F -5.018 0.056 1.548
F -5.249 0.874 -0.446
C -3.855 -0.969 -0.223
F -3.550 -0.776 -1.503
F -4.894 -1.834 -0.164
C -2.666 -1.660 0.507
F -2.809 -1.531 1.827
F -1.505 -1.150 0.126
F -2.692 -2.971 0.194
H 3.021 -2.539 0.672
H 3.667 -1.064 -0.166
H 2.651 -2.268 -1.013
H 2.683 -0.507 1.897
H 0.945 -0.688 2.116
H 2.497 1.670 1.377
H 0.840 1.591 1.880
H 1.721 0.913 -0.912
H 1.323 2.537 -0.454
C 4.618 -0.432 -2.680
O 4.728 0.051 -1.432
H 5.521 -0.308 -3.340
H 4.412 -1.540 -2.764
H 3.795 0.011 -3.312
*
```